A molecular structure, C18H28CoN3O7Sb, computed with ωB97M-V with the def2-TZVPD basis set.

Properties
⟨S²⟩: 0.755
LUMO energy (spin up / spin down) in eV: 0.356 / 0.366
Multiplicity: 2
E_HOMO (spin up / spin down) in eV: -7.56 / -8.37
HOMO-LUMO gap (spin up / spin down) in Eh: 0.2908 / 0.3210

Each line ends with the Mulliken spin population.
Positions of all 58 atoms, in Å:
Sb (-2.81356, -1.13462, 1.12508)  0.026
Co (-0.42572, 0.29889, 0.64775)  0.921
O (1.65369, 0.98877, -0.20534)  0.011
O (-1.08903, -0.07511, -3.27145)  -0.002
O (-0.40056, 1.62125, 2.08430)  0.008
O (1.97831, -1.70269, -0.30637)  0.000
O (0.56754, -0.98765, 1.80669)  -0.003
O (-0.66252, -0.61767, -1.13042)  0.000
O (-1.09615, 3.71614, 2.53607)  -0.001
N (2.32761, -0.56268, 3.11065)  0.000
N (1.78699, 1.26775, -2.44095)  0.005
N (-1.26251, 1.68490, -0.28659)  -0.033
C (-0.96033, 2.75340, 1.80912)  0.009
C (3.74908, -0.56465, 3.40864)  0.000
C (2.17224, -0.96870, -1.48636)  0.006
C (-1.45910, 2.82045, 0.36616)  0.004
C (-1.11434, 0.14163, -2.06940)  -0.008
C (-1.56686, 1.50480, -1.56324)  0.006
C (-2.50063, -3.17740, 0.59827)  0.007
C (1.42416, -0.15566, 4.18528)  0.000
C (2.73751, -1.33572, 0.80841)  -0.002
C (-2.16076, 2.52695, -2.27929)  0.003
C (1.85431, 0.75234, -3.79873)  0.000
C (-4.22244, -1.45645, 2.70487)  0.022
C (-2.04658, 3.89076, -0.28479)  0.003
C (1.80338, -0.92710, 1.94360)  0.003
C (-2.40757, 3.72752, -1.61908)  -0.003
C (-4.23488, -0.70726, -0.41610)  0.001
C (1.83923, 0.51511, -1.33043)  0.012
C (1.51897, 2.69207, -2.34467)  0.000
H (3.32546, -2.20188, 1.13296)  0.000
H (-2.41061, 2.37286, -3.31984)  0.000
H (1.99581, 0.43664, 4.89704)  0.000
H (-5.05620, -1.42229, -0.37856)  0.000
H (-4.66804, -0.50601, 2.99526)  0.000
H (1.00953, -1.02720, 4.69459)  0.000
H (3.20256, -1.06468, -1.85629)  0.000
H (-1.91613, -3.20173, -0.32021)  -0.002
H (4.34105, -0.77237, 2.52503)  0.000
H (0.91291, 0.96752, -4.30729)  0.000
H (1.46494, 2.98077, -1.29930)  0.000
H (-3.74049, -0.78055, -1.38496)  -0.001
H (3.97967, -1.31626, 4.16663)  0.000
H (1.49253, -1.41365, -2.20841)  0.000
H (-3.71208, -1.87846, 3.56949)  0.001
H (3.41947, -0.50983, 0.60106)  0.001
H (-2.20621, 4.81366, 0.25465)  0.000
H (-3.45300, -3.68494, 0.44790)  0.001
H (1.99206, -0.32098, -3.81776)  0.000
H (-5.00536, -2.13976, 2.37689)  0.000
H (0.61918, 0.44920, 3.77421)  0.000
H (-2.87490, 4.54570, -2.15198)  0.000
H (2.31906, 3.24862, -2.83674)  0.000
H (0.57485, 2.92539, -2.84022)  0.000
H (2.67923, 1.22367, -4.33749)  0.000
H (-1.93825, -3.67916, 1.38447)  0.001
H (4.04090, 0.41427, 3.78982)  0.000
H (-4.62880, 0.30202, -0.29735)  0.001



3 unconnected molecules or ions with the total composition C19H30F9NO7, computed with ωB97M-V with the def2-TZVPD basis set.

Properties
LUMO energy in eV: 0.483
SMILES string: [H]/N=C\C[C@@]1(CCC(F)(F)C(F)(F)C(F)(F)C(F)(F)F)COC(=O)O1.COCCOC.COCCOC
E_HOMO in eV: -9.12
HOMO-LUMO gap in Eh: 0.3531

Each line ends with the Mulliken charge.
Positions of all 66 atoms, in Å:
F (-4.05034, -3.66455, -3.68891)  -0.345
F (-6.12227, -5.11921, -1.30109)  -0.320
F (-8.31434, -3.30342, -4.34348)  -0.246
F (-6.27480, -3.30194, -5.04308)  -0.222
F (-7.10591, -1.50697, -4.16342)  -0.247
F (-3.89701, -5.74880, -3.08999)  -0.373
F (-6.37590, -5.47375, -3.42565)  -0.312
F (-7.76481, -3.38687, -1.92095)  -0.299
F (-5.90391, -2.28780, -2.10468)  -0.284
O (0.18475, -4.11911, -3.77557)  -0.366
O (1.33835, 3.44580, 2.25362)  -0.316
O (7.07937, 5.91178, 3.44027)  -0.379
O (5.50839, 3.43609, 3.74385)  -0.384
O (0.23368, 1.00616, 1.05012)  -0.182
O (1.94499, -3.84319, -2.41651)  -0.527
O (-0.03517, -2.89688, -1.93850)  -0.503
N (-2.33143, -0.91276, -0.02583)  -0.627
C (-3.57713, -4.14440, -1.41587)  -0.684
C (-7.09026, -2.83914, -4.09481)  0.642
C (7.31087, 5.90444, 4.83552)  -0.713
C (-4.31857, -4.53300, -2.67583)  1.012
C (-0.04266, 3.12610, 2.19775)  -0.644
C (-5.86619, -4.62075, -2.52371)  0.514
C (-1.67682, -0.90107, -1.10621)  -0.364
C (-1.39295, -3.03448, -2.43811)  1.682
C (1.89400, 3.77938, 0.99598)  -0.550
C (6.13125, 3.85821, 2.54534)  -0.301
C (-2.03233, -1.64250, -2.37965)  -0.592
C (1.46183, 0.33349, 1.25567)  -0.823
C (-6.65122, -3.27395, -2.64740)  0.625
C (0.82423, -3.61141, -2.69906)  0.416
C (-0.27850, 1.63236, 2.21113)  -0.614
C (-2.04966, -4.09499, -1.54313)  -1.443
C (-1.11830, -3.54086, -3.86625)  -0.386
C (4.37245, 4.20621, 4.09772)  -0.173
C (7.37517, 4.68016, 2.80599)  -0.581
H (-1.68294, -5.07845, -1.86234)  0.447
H (-0.52347, 3.57094, 3.07397)  0.369
H (-1.67769, -1.07554, -3.24627)  0.511
H (-0.49771, 3.56343, 1.30259)  0.360
H (-3.98359, -3.20233, -1.04224)  0.123
H (2.97550, 3.82288, 1.11891)  0.046
H (6.41163, 2.96388, 1.97984)  0.378
H (-3.17431, -1.48926, -0.10541)  0.258
H (6.81092, 5.06396, 5.32314)  0.318
H (-1.09421, -2.72305, -4.59200)  0.375
H (5.43101, 4.43966, 1.93472)  0.191
H (4.07427, 3.89726, 5.09840)  0.270
H (1.65217, 3.02985, 0.23861)  0.307
H (1.31915, -0.56145, 1.87056)  0.300
H (7.85842, 4.90576, 1.85058)  0.375
H (-3.12212, -1.69400, -2.45941)  0.057
H (3.53560, 4.01842, 3.41897)  -0.128
H (0.17118, 1.19614, 3.10950)  0.386
H (4.59868, 5.27575, 4.10550)  0.325
H (8.38323, 5.85669, 5.05532)  0.322
H (1.53886, 4.75870, 0.65628)  0.292
H (-3.82455, -4.90547, -0.67049)  0.478
H (2.20263, 0.98037, 1.73325)  0.351
H (6.91313, 6.83698, 5.23224)  0.242
H (1.83181, 0.02723, 0.27814)  0.254
H (-1.65783, -3.93373, -0.53413)  0.357
H (8.07811, 4.09808, 3.41199)  0.319
H (-1.35522, 1.43970, 2.24291)  0.379
H (-1.81190, -4.30819, -4.20062)  0.249
H (-0.76965, -0.29257, -1.12781)  0.398



A single C19H22N2O4 molecule, computed with ωB97M-V with the def2-TZVPD basis set.

Properties
LUMO energy in eV: 0.303
SMILES string: COc1cccc(/C=N/CCC/N=C/c2cccc(OC)c2O)c1O
E_HOMO in eV: -8.03
HOMO-LUMO gap in Eh: 0.3062

Each line ends with the Mulliken charge.
Positions of all 47 atoms, in Å:
O (3.50476, 1.37423, -0.13189)  -0.678
O (-5.16232, -0.56594, -0.50111)  -0.388
O (5.16182, -0.56655, 0.50128)  -0.389
O (-3.50504, 1.37467, 0.13248)  -0.678
N (1.17661, 2.12268, -1.02373)  -0.452
N (-1.17593, 2.12265, 1.02343)  -0.451
C (2.27631, -2.52369, -0.71551)  -1.036
C (0.00079, 3.98799, 0.00015)  -0.649
C (-1.42647, -1.50029, 1.05027)  -0.759
C (1.42575, -1.50034, -1.04991)  -0.758
C (0.19003, 3.13156, -1.26040)  -0.788
C (-3.08609, 0.12197, 0.33947)  0.231
C (-1.81886, -0.16701, 0.86935)  0.939
C (-3.95460, -0.94249, 0.00262)  0.677
C (6.08638, -1.56791, 0.83889)  -0.938
C (3.53894, -2.24805, -0.19521)  -0.507
C (0.89335, 0.89634, -1.18960)  -0.162
C (3.95408, -0.94296, -0.00251)  0.680
C (-2.27704, -2.52350, 0.71552)  -1.035
C (-0.89373, 0.89622, 1.19050)  -0.162
C (3.08569, 0.12164, -0.33917)  0.228
C (-6.08669, -1.56724, -0.83947)  -0.941
C (-3.53950, -2.24765, 0.19494)  -0.508
C (-0.18856, 3.13079, 1.26010)  -0.787
C (1.81834, -0.16714, -0.86890)  0.939
H (-4.18938, -3.07006, -0.05825)  0.394
H (0.77464, 2.68916, 1.56004)  0.319
H (-0.08751, 0.57706, -1.56962)  0.408
H (-2.77189, 1.97915, 0.41997)  0.487
H (6.96790, -1.04233, 1.20252)  0.236
H (-1.97548, -3.55063, 0.85150)  0.409
H (-5.70503, -2.21908, -1.63301)  0.363
H (5.70416, -2.22174, 1.63049)  0.362
H (6.36077, -2.17451, -0.03099)  0.369
H (-0.77335, 2.69074, -1.56084)  0.320
H (0.54859, 3.77319, -2.07221)  0.417
H (-0.54635, 3.77214, 2.07245)  0.416
H (-0.44386, -1.70698, 1.44763)  0.425
H (0.08698, 0.57651, 1.57060)  0.407
H (-6.35936, -2.17593, 0.02947)  0.369
H (1.97472, -3.55077, -0.85183)  0.409
H (-0.87322, 4.62232, -0.14914)  0.361
H (4.18901, -3.07055, 0.05724)  0.392
H (-6.96914, -1.04154, -1.20071)  0.237
H (0.87502, 4.62191, 0.14987)  0.361
H (2.77177, 1.97882, -0.41986)  0.487
H (0.44297, -1.70687, -1.44692)  0.425



2 unconnected molecules or ions with the total composition C6H10N2, computed with ωB97M-V with the def2-TZVPD basis set.

Properties
LUMO energy (spin up / spin down) in eV: 0.495 / 0.495
E_HOMO (spin up / spin down) in eV: -7.54 / -7.55
HOMO-LUMO gap (spin up / spin down) in Eh: 0.2954 / 0.2955

Each line ends with the Mulliken charge.
Positions of all 18 atoms, in Å:
N (-1.37625, -0.67249, 1.49904)  -0.794
N (0.30623, -0.04003, 0.00762)  0.099
C (0.87308, 1.31330, -0.02002)  -1.017
C (-2.78593, 1.03524, -1.27643)  0.305
C (0.62490, -0.80993, -1.20039)  -1.017
C (0.82261, -1.06993, 1.75162)  -0.666
C (-1.12345, -0.10560, 0.42617)  -0.154
C (-2.03652, 0.51161, -0.49209)  -0.182
H (1.70869, -0.90906, -1.28370)  0.337
H (-3.48556, 1.48465, -1.93773)  0.417
H (0.67116, -0.52171, 2.66858)  0.309
H (0.60278, 1.82879, 0.90071)  0.345
H (0.48730, -2.09464, 1.79415)  0.309
H (1.82425, -0.96093, 1.34495)  0.320
H (1.96018, 1.24254, -0.08756)  0.338
H (0.24504, -0.31886, -2.10230)  0.353
H (0.17861, -1.80006, -1.11668)  0.345
H (0.50289, 1.88713, -0.87592)  0.353